13
Properties=species:S:1:pos:R:3:lowdin_charge:R:1 method="wB97M-V/def2-TZVPD" relative_energy_kj_mol=172.3 smiles=CCCSS homo_energy_ev=-9.15 total_charge=0 e_tot_ev=-24909.612 lumo_ev=-1.324
C 0.13520 -1.13917 1.52256 -0.119
C 0.82822 -0.10532 0.58523 -0.321
C -0.09234 0.46263 -0.53506 -0.778
S 0.68308 1.26151 -1.85614 0.575
S -1.37254 0.84759 -3.18471 0.356
H -0.08202 -2.08291 1.02585 0.066
H 0.90176 -1.37826 2.24531 0.061
H -0.80037 -0.82017 1.98692 0.075
H 1.73533 -0.55548 0.11387 0.105
H 1.07117 0.71419 1.29647 0.103
H -0.75274 1.22099 0.01345 0.091
H -0.74644 -0.40060 -0.73096 0.055
H -1.50833 1.97500 -2.48280 -0.268

***

80
Properties=species:S:1:pos:R:3:lowdin_charge:R:1 method="wB97M-V/def2-TZVPD" homo_energy_ev=-5.75 total_charge=-1 e_tot_ev=-119951.201 lumo_ev=1.263
C 9.44025 -2.16810 -1.26923 -0.065
C 8.21405 -3.04675 -0.97477 -0.300
C 8.12813 -3.75581 0.21920 -0.063
C 6.98712 -4.51164 0.47927 -0.056
C 5.95407 -4.55821 -0.46916 -0.311
C 4.71156 -5.39905 -0.08642 -0.198
Ga 3.02785 -4.80494 -1.09660 0.496
C 2.17784 -3.08892 -0.30775 -0.227
O 2.88548 -1.86298 -0.62512 -0.213
N 4.13077 -1.83521 -0.08088 -0.046
O 4.63943 -0.78586 -0.28259 0.019
O 1.67515 -6.19678 -0.97035 -0.126
C 1.13427 -6.38351 -2.10438 -0.584
N 0.69544 -6.65614 -3.15507 0.068
C 6.06647 -3.87814 -1.67252 -0.080
C 7.21063 -3.10475 -1.92818 -0.054
H 9.40485 -1.88491 -2.32911 0.064
H 9.38624 -1.25795 -0.65464 0.075
H 10.35626 -2.74524 -1.08859 0.070
H 8.93892 -3.72666 0.94885 0.104
H 6.89537 -5.07350 1.40942 0.107
H 4.92561 -6.47175 -0.19249 0.052
H 4.52233 -5.14487 0.97219 0.046
H 3.25518 -4.53189 -2.65039 -0.009
H 1.19060 -2.99009 -0.78538 0.054
H 1.98381 -3.21661 0.76920 0.054
H 5.28435 -3.88234 -2.42779 0.057
H 7.27250 -2.55125 -2.86488 0.106
O 0.34383 4.52264 -1.73965 -0.229
P -0.25543 3.15671 -1.59704 0.626
O -1.47421 3.29776 -2.71158 -0.232
C -1.14242 3.51390 -4.07306 -0.304
C -0.56016 2.26714 -4.71690 -0.081
O -1.13031 3.35772 -0.22495 -0.223
C -0.85996 4.41340 0.68940 -0.293
C -1.76174 5.60024 0.41632 -0.074
O -0.61896 1.52618 -1.48066 -0.203
C 0.45603 0.57610 -1.62321 -0.267
C 1.61651 0.87641 -0.70214 -0.077
H -0.45225 4.35754 -4.16824 0.105
H -2.06839 3.78875 -4.58195 0.114
H 0.44107 2.06283 -4.32442 0.064
H -0.47531 2.39212 -5.79777 0.075
H -1.18111 1.39577 -4.50728 0.084
H 0.19295 4.69571 0.66743 0.104
H -1.06308 4.02632 1.69129 0.112
H -1.65907 5.95123 -0.61096 0.072
H -1.53014 6.42688 1.09179 0.073
H -2.80759 5.31894 0.55482 0.075
H 0.78785 0.55077 -2.66468 0.104
H 0.04388 -0.40571 -1.38802 0.122
H 2.11833 1.81090 -0.99469 0.078
H 2.35569 0.07162 -0.74201 0.042
H 1.27340 0.99812 0.32731 0.092
O -5.13500 2.63560 1.92444 -0.225
P -5.38252 1.25036 2.42892 0.588
O -3.95009 0.86560 3.13204 -0.202
C -3.48597 1.64075 4.22662 -0.295
C -4.29093 1.37553 5.48718 -0.082
O -5.25177 0.39597 1.04554 -0.208
C -5.29741 1.02737 -0.23589 -0.287
C -3.89897 1.30972 -0.74279 -0.068
O -6.15408 -0.08261 3.09230 -0.189
C -7.38476 0.12537 3.79736 -0.291
C -8.39801 0.90470 2.98048 -0.085
H -3.50096 2.70478 3.97361 0.108
H -2.44557 1.35790 4.39177 0.119
H -5.29983 1.79209 5.39437 0.060
H -3.81749 1.83865 6.35436 0.076
H -4.39027 0.30434 5.66573 0.084
H -5.90412 1.93290 -0.20795 0.101
H -5.79874 0.33242 -0.91434 0.113
H -3.33073 1.91974 -0.04130 0.066
H -3.93138 1.82799 -1.70284 0.081
H -3.34510 0.37789 -0.86864 0.081
H -7.18431 0.63198 4.74655 0.099
H -7.78384 -0.86192 4.03238 0.120
H -8.06797 1.93905 2.82813 0.072
H -9.36174 0.93477 3.49026 0.078
H -8.52910 0.45538 1.99540 0.086

***

54
Properties=species:S:1:pos:R:3:lowdin_charge:R:1 method="wB97M-V/def2-TZVPD" relative_energy_kj_mol=0.0 smiles="COc1cc(OC)cc(C(=O)Nn2cc(C(=O)Nc3ccccc3F)c3ccccc3c2=O)c1" homo_energy_ev=-8.63 total_charge=0 e_tot_ev=-43675.208 lumo_ev=0.121
C -3.19540 -3.39011 -0.04183 -0.072
O -2.48382 -2.79967 1.02159 -0.091
C -1.15859 -2.55271 0.86227 -0.284
C -0.52164 -1.95510 1.94708 0.069
C 0.83720 -1.65444 1.90861 -0.252
O 1.34703 -1.07187 3.01946 -0.063
C 2.71141 -0.71596 3.03243 -0.061
C 1.56406 -1.93307 0.75450 0.034
C 0.91553 -2.49360 -0.33854 -0.143
C 1.68257 -2.72169 -1.60400 -0.415
O 1.82271 -3.78915 -2.14675 0.111
N 2.17538 -1.56992 -2.16947 0.148
N 2.08438 -0.32848 -1.55809 -0.010
C 0.83938 0.18231 -1.34581 0.017
C 0.62645 1.28907 -0.59550 -0.058
C -0.77324 1.76573 -0.39084 -0.416
O -1.11748 2.92174 -0.43771 0.107
N -1.63606 0.72377 -0.14164 0.154
C -3.02412 0.87955 -0.00814 -0.162
C -3.70939 0.27900 1.04307 -0.013
C -5.07795 0.42836 1.16838 -0.085
C -5.78578 1.18828 0.25194 -0.085
C -5.12588 1.77471 -0.81353 -0.005
C -3.76034 1.60600 -0.94334 -0.210
F -3.14908 2.10984 -2.03124 0.084
C 1.76131 1.98690 -0.04928 -0.094
C 1.64276 3.14479 0.72926 0.002
C 2.76242 3.76398 1.23649 -0.055
C 4.03394 3.24758 0.99290 -0.067
C 4.17437 2.10864 0.23506 -0.011
C 3.04915 1.46912 -0.29570 -0.083
C 3.25480 0.24361 -1.05620 -0.376
O 4.32157 -0.30318 -1.26033 0.084
C -0.43202 -2.82130 -0.29646 0.033
H -2.78580 -4.36946 -0.30423 0.099
H -3.20143 -2.74465 -0.92588 0.098
H -4.21483 -3.50922 0.32019 0.097
H -1.08239 -1.74204 2.84221 0.135
H 2.94279 0.02098 2.25621 0.086
H 2.88752 -0.27334 4.01103 0.098
H 3.35625 -1.59090 2.91030 0.102
H 2.62147 -1.73153 0.69906 0.120
H 2.89248 -1.65910 -2.88135 0.172
H 0.03644 -0.35646 -1.82591 0.150
H -1.24935 -0.13395 0.23006 0.114
H -3.15744 -0.31256 1.75714 0.107
H -5.59140 -0.04596 1.99031 0.103
H -6.85183 1.31515 0.35719 0.103
H -5.65363 2.35070 -1.55695 0.119
H 0.66259 3.55583 0.90902 0.110
H 2.65459 4.65998 1.82918 0.108
H 4.90441 3.74237 1.39570 0.105
H 5.14424 1.68160 0.02863 0.120
H -0.88484 -3.27450 -1.16260 0.122

***

43
Properties=species:S:1:pos:R:3:lowdin_charge:R:1 method="wB97M-V/def2-TZVPD" relative_energy_kj_mol=136.5 homo_energy_ev=-10.40 total_charge=+1 e_tot_ev=-36897.657 lumo_ev=-6.359
C -2.17357 -2.14153 0.01490 -0.109
N -2.90941 -1.82302 -1.00579 -0.097
N -3.55053 -1.55562 -1.95656 0.228
C -1.05195 -2.98852 -0.10005 -0.243
C -0.25837 -3.31074 1.01598 -0.048
C 0.82679 -4.13952 0.88582 -0.085
C 1.15062 -4.66815 -0.35276 -0.084
C 0.38440 -4.36718 -1.46661 -0.080
C -0.70293 -3.53937 -1.34504 -0.046
H -2.44281 -1.73869 0.97250 0.124
H -0.51993 -2.90018 1.97582 0.107
H 1.42412 -4.38122 1.75055 0.108
H 2.00024 -5.32080 -0.44796 0.103
H 0.63627 -4.78393 -2.42938 0.109
H -1.31878 -3.30137 -2.19535 0.097
F -3.63241 4.09477 1.44997 0.098
C -3.43244 3.30636 0.37017 -0.224
C -4.44400 3.08927 -0.54292 0.122
C -4.23528 2.27655 -1.64244 -0.223
F -5.22044 2.12098 -2.55325 0.099
C -3.01511 1.66208 -1.82510 0.054
C -1.96728 1.86587 -0.91667 -0.192
C -0.69860 1.24566 -1.10696 0.082
C 0.38011 1.48770 -0.28671 -0.048
C 1.62532 0.91869 -0.42475 0.088
C 2.71104 1.16307 0.46957 -0.186
C 3.97039 0.58898 0.25119 0.075
C 5.00870 0.80580 1.12969 -0.223
F 6.21370 0.23391 0.91528 0.098
C 4.81573 1.60302 2.24390 0.121
C 3.58777 2.18801 2.48311 -0.222
F 3.39220 2.95613 3.57900 0.098
C 2.55374 1.97198 1.60441 0.070
C -2.21196 2.70608 0.17941 0.068
H -5.40065 3.55217 -0.38967 0.148
H -2.88211 1.02107 -2.67775 0.120
H -0.57883 0.56747 -1.93243 0.139
H 0.24824 2.20044 0.50448 0.089
H 1.78847 0.25386 -1.25441 0.140
H 4.14779 -0.02504 -0.61168 0.137
H 5.62252 1.76512 2.93448 0.148
H 1.61462 2.43986 1.82111 0.121
H -1.45539 2.89997 0.91290 0.120

***

57
Properties=species:S:1:pos:R:3:lowdin_charge:R:1 method="wB97M-V/def2-TZVPD" relative_energy_kj_mol=34.1 homo_energy_ev=0.46 total_charge=-2 e_tot_ev=-40494.079 lumo_ev=5.051
Pd 1.52574 -0.75665 -0.05599 0.503
C -1.74651 1.70309 0.41378 -0.229
C -0.85250 2.47684 -0.56876 -0.237
N -0.06910 1.55712 -1.33813 -0.046
C 1.02491 1.97067 -2.13030 -0.192
C 2.47098 1.03872 -0.24385 -0.292
S 1.77568 -0.61956 2.26641 0.321
C 0.68870 0.61447 3.10124 -0.642
C -0.14607 1.55263 2.23830 -0.355
N -1.07102 0.85107 1.37701 -0.071
H -2.38229 2.42090 0.94935 0.099
H -2.40629 1.05728 -0.17681 0.105
H -1.50974 3.12630 -1.18298 0.101
H -0.17745 3.14658 -0.02485 0.098
H -0.57409 0.75909 -1.70019 0.089
H 0.97516 1.50147 -3.11079 0.091
H 1.04075 3.05652 -2.27816 0.109
H 3.50326 0.94526 0.07191 0.000
H 1.99227 1.75774 0.42222 0.022
H 0.00974 0.05416 3.75204 0.033
H 1.31229 1.24455 3.74246 0.033
H -0.73471 2.20331 2.90497 0.104
H 0.54265 2.21228 1.69387 0.072
H -0.55444 0.12503 0.87825 0.036
C 4.99753 0.01854 -1.89426 -0.063
C 4.81746 1.52321 -2.14889 -0.619
C 5.62263 1.86117 -3.41615 -0.123
C 5.40207 2.38444 -1.02052 -0.074
C 3.35906 1.87320 -2.46973 -0.048
N 2.42503 1.61623 -1.61443 -0.147
H 6.06059 -0.21483 -1.76338 0.072
H 4.63159 -0.54396 -2.75618 0.079
H 4.45061 -0.34318 -1.02729 0.050
H 6.68289 1.61318 -3.28647 0.064
H 5.53126 2.92414 -3.64915 0.061
H 5.22899 1.30584 -4.26823 0.065
H 6.48749 2.24081 -0.97396 0.068
H 4.98706 2.15861 -0.04092 0.061
H 5.21208 3.44157 -1.22818 0.072
C -1.88333 -2.47370 -0.22491 -0.096
C -1.68097 -1.80753 -1.55812 -0.271
C -2.76004 -1.36089 -2.29454 -0.137
C -2.63241 -0.74007 -3.54124 -0.177
C -1.34105 -0.61801 -4.06453 -0.129
C -0.22526 -1.04678 -3.37748 -0.289
C 1.14854 -0.99773 -3.97713 -0.104
C -0.33019 -1.61092 -2.04681 -0.464
N 0.76037 -1.94010 -1.37804 -0.144
H -1.98070 -3.56197 -0.32137 0.062
H -2.78276 -2.09577 0.27039 0.059
H -1.01802 -2.28767 0.41641 0.035
H -3.75524 -1.48135 -1.86490 0.086
H -3.49862 -0.37743 -4.08175 0.053
H -1.20090 -0.17320 -5.04972 0.086
H 1.13450 -0.51879 -4.96190 0.062
H 1.54041 -2.01751 -4.07674 0.066
H 1.87194 -0.48613 -3.33714 0.032

***

16
Properties=species:S:1:pos:R:3:lowdin_charge:R:1 method="wB97M-V/def2-TZVPD" relative_energy_kj_mol=893.5 homo_energy_ev=-21.90 total_charge=+3 e_tot_ev=-16955.701 lumo_ev=-19.600
Al 0.77065 -1.34046 -0.52133 1.181
O 1.44626 2.20863 -2.19414 0.148
H 2.10171 2.83810 -1.89349 0.102
H 1.51455 2.22850 -3.14870 0.102
O 2.64712 0.95746 2.23922 0.153
H 2.24554 1.37875 2.99914 0.098
H 3.55559 1.25880 2.24996 0.104
O -1.70453 1.22654 1.39581 0.164
H -2.53343 1.57922 1.07212 0.102
H -1.51567 1.73996 2.18128 0.102
O -2.18355 0.24523 -2.60834 0.148
H -2.19095 1.10870 -3.02136 0.098
H -3.03578 -0.13228 -2.82609 0.105
O -0.46115 -4.79642 1.12810 0.179
H -0.54311 -4.85138 2.08020 0.105
H -0.11333 -5.64928 0.86755 0.109

***

23
Properties=species:S:1:pos:R:3:lowdin_charge:R:1 method="wB97M-V/def2-TZVPD" relative_energy_kj_mol=36.8 homo_energy_ev="0.48 / -5.80" multiplicity=2 total_charge=-1 e_tot_ev=-13033.387 s_squared=0.75 lumo_ev="3.634 / 3.435"
C -0.16569 0.16732 -2.15095 -0.289
N -0.72618 -0.45141 -0.90246 -0.050
C -2.08468 -0.01090 -0.66602 -0.384
O -2.25973 1.31046 -0.26837 -0.090
C 0.82249 1.30176 -1.87603 -0.135
H -0.97294 0.51125 -2.80025 0.100
H 0.36175 -0.66241 -2.62574 0.080
H -0.06172 -0.13965 -0.20136 0.045
H -2.60297 -0.70749 0.01075 0.093
H -2.65187 -0.19538 -1.58791 0.106
H -1.77519 1.54786 0.55278 0.048
H 1.39586 1.60273 -2.76210 0.058
H 1.47394 1.06182 -1.03991 0.043
H 0.26422 2.22596 -1.69953 0.061
H 0.86208 -1.20855 2.95164 -0.038
H 2.25122 -1.01957 2.52524 -0.020
O 1.50210 -0.47865 2.81256 -0.204
H 0.05318 0.57420 2.26466 -0.004
H 0.22236 1.98752 1.70949 0.033
O -0.46996 1.34859 1.93476 -0.134
H 1.90140 -2.68419 0.62263 -0.034
H 0.84287 -3.04593 1.66318 -0.059
O 1.81746 -3.03535 1.53295 -0.227